21
Properties=species:S:1:pos:R:3:forces:R:3:lowdin_charge:R:1 method="wB97M-V/def2-TZVPD" lumo_ev=-4.886 orbital_gap_ev=10.21 molar_mass_g_mol=126.2 charge=+1 de_lowest_kj_mol=337.9 e_tot_ev=-10980.923 spin_multiplicity=1 fmax_ev_per_a=5.232
H 0.868760 -1.373397 -0.467425 -0.665 0.124 1.281 0.151
C -0.311669 1.429609 0.707731 0.330 0.878 1.125 -0.061
O 1.840004 0.756758 0.042019 0.139 1.373 0.621 0.051
H 0.149864 2.447311 0.633764 -0.477 -0.839 0.216 0.150
N 2.727274 -0.320796 -0.159912 3.009 -0.133 -1.231 0.067
H -0.818678 1.305022 1.726160 0.238 0.043 -1.649 0.176
C -1.679594 -0.266669 -0.693340 -0.644 -1.377 -0.447 -0.173
H 4.073072 1.061713 -0.849042 0.467 3.822 -0.659 0.066
C 3.853412 0.106182 -0.655801 -4.223 -2.380 1.969 0.157
C -1.111914 -1.289111 0.388600 -1.165 -1.009 -2.269 -0.174
H 0.800906 -1.756658 1.301232 -0.175 1.518 -1.005 0.180
H -0.233754 1.256192 -1.332654 -0.905 -0.165 -0.332 0.124
C 0.360754 -1.051388 0.504398 1.378 -1.144 -0.031 -0.136
H 4.582352 -0.590596 -0.856828 1.314 -1.866 -0.255 0.083
H -1.214409 -2.371480 -0.135338 -0.084 2.387 1.758 0.173
H -1.480140 -0.672241 -1.726500 -0.241 0.252 1.075 0.132
C -1.095332 1.134854 -0.642264 1.156 0.678 0.676 -0.134
H -1.677908 -1.217954 1.343759 0.452 -0.225 -0.702 0.125
H -1.739980 2.002724 -0.824691 -0.208 -0.537 0.047 0.134
C 0.713307 0.412833 0.536829 0.028 -1.771 0.019 -0.205
H -2.769529 -0.295017 -0.560651 0.274 0.370 -0.205 0.117

=====

120
Properties=species:S:1:pos:R:3:forces:R:3:lowdin_charge:R:1 method="wB97M-V/def2-TZVPD" lumo_ev=0.211 orbital_gap_ev=10.33 molar_mass_g_mol=961.4 de_lowest_kj_mol=171.4 e_tot_ev=-153659.579 spin_multiplicity=1 smiles="O=S1(=O)CCCC1.O=S1(=O)CCCC1.O=S1(=O)CCCC1.O=S1(=O)CCCC1.O=S1(=O)CCCC1.O=S1(=O)CCCC1.O=S1(=O)CCCC1.O=S1(=O)CCCC1" fmax_ev_per_a=2.570
C 36.516907 5.678841 18.716814 0.243 -0.140 0.464 -0.232
H 38.699180 5.026234 24.476747 -0.045 0.261 0.059 0.094
C 35.070233 11.973070 26.386063 -0.114 0.179 -0.999 -0.205
C 39.684384 5.199161 24.059271 1.663 -0.933 -0.081 -0.224
C 36.397425 11.767005 24.055556 -0.376 1.011 0.103 -0.207
C 36.601710 7.037012 29.947334 -0.341 0.128 -0.172 -0.193
C 39.901658 6.157329 22.904336 -0.884 -0.071 -0.312 -0.259
H 41.540183 7.283020 22.249595 0.205 -0.249 -0.750 0.107
O 33.557778 2.781756 27.458551 -0.224 0.022 -0.929 -0.332
H 29.204488 3.533619 26.188777 -0.140 -0.417 -0.026 0.115
S 35.216544 12.918940 24.828619 -0.401 -0.937 -0.202 0.676
O 30.208443 7.335228 18.775043 0.060 0.531 0.313 -0.326
H 35.108649 5.663659 21.333888 0.399 0.031 0.143 0.097
H 34.198923 4.907035 23.355790 -0.072 0.001 0.493 0.105
O 35.902586 4.414779 29.397051 0.960 0.233 0.016 -0.312
C 33.565597 9.198428 18.311118 0.282 -0.172 -0.967 -0.201
H 33.832886 6.158387 29.402621 -0.065 0.015 -0.005 0.114
C 33.541996 8.159099 17.153079 0.187 -1.031 -0.030 -0.186
H 35.453354 5.830732 18.538994 -0.070 -0.273 0.295 0.094
H 33.806957 8.430458 28.472424 0.202 0.403 0.201 0.108
H 29.846719 1.277149 26.575985 -0.329 -0.275 -0.347 0.107
O 29.930751 6.864509 25.200854 -0.248 0.246 0.193 -0.314
C 34.453736 6.409866 28.545321 0.885 0.549 -0.345 -0.222
H 32.102764 10.239864 22.833743 -0.133 -0.143 -0.093 0.111
C 31.434901 8.256292 23.470698 -0.858 0.889 0.626 -0.206
O 37.272460 7.407058 21.584612 -0.150 0.027 0.480 -0.345
H 33.992924 11.945971 26.536276 0.092 -0.250 0.476 0.085
H 37.025683 12.424145 23.454193 0.446 -0.284 0.180 0.110
S 31.618820 7.519517 19.003629 0.958 -0.636 -0.748 0.696
H 35.780275 5.593120 25.304711 -0.209 0.192 0.029 0.100
C 34.767251 7.915784 28.424206 -0.351 -0.527 -0.365 -0.226
C 42.110265 6.248827 23.995729 0.632 -1.270 -1.161 -0.190
H 31.811948 6.751713 16.688162 -0.324 0.806 0.021 0.098
H 36.914686 6.356114 19.471974 -0.528 0.294 0.012 0.069
O 36.486237 6.100030 16.075448 -0.195 0.143 0.322 -0.329
H 37.680021 7.156356 29.894215 -0.003 0.029 -0.096 0.101
S 36.078762 5.712023 28.797634 -1.306 0.570 -0.404 0.680
S 31.099886 7.702291 25.151824 0.111 -0.182 -0.752 0.661
O 36.759152 5.924417 27.525891 0.222 -0.400 0.893 -0.326
S 40.886638 5.712874 25.309572 0.189 1.212 -1.423 0.710
C 36.975060 11.008732 25.231680 0.627 -0.198 -0.548 -0.213
H 39.195003 5.450933 18.012870 0.828 -0.072 -0.603 0.100
C 32.217306 9.565482 23.681449 0.582 -0.561 -0.739 -0.198
C 30.885194 9.342035 25.830288 -0.406 0.798 -0.471 -0.210
H 37.421363 3.164868 17.304489 0.048 -0.149 0.039 0.110
O 35.429425 8.972984 22.149992 0.352 0.032 0.688 -0.345
O 41.452507 4.619568 26.076667 -0.635 0.891 -0.223 -0.330
C 37.038354 4.261362 19.100505 -0.039 0.632 -0.563 -0.176
H 31.443525 4.871321 26.533818 0.179 0.012 -0.067 0.074
H 32.657250 10.502098 25.555559 -0.061 0.539 -0.087 0.078
H 31.888305 0.819408 26.926503 0.699 -0.841 -0.399 0.095
H 35.869808 11.085989 23.387362 -0.275 0.160 0.048 0.081
H 33.422550 8.531932 16.136719 -0.512 0.506 0.238 0.114
H 31.138345 9.309655 26.887018 0.074 -0.033 -0.020 0.100
C 32.514561 7.043055 17.468748 0.148 -0.283 0.252 -0.202
H 36.336979 9.168077 29.346592 0.040 -0.005 0.009 0.100
H 36.481943 5.133616 23.789236 0.405 0.326 -0.037 0.117
H 33.271785 9.282391 23.648857 0.107 0.380 0.492 0.087
H 32.296152 9.644994 19.998390 -0.310 -0.149 0.086 0.098
S 36.080704 7.690335 22.372723 -0.397 -0.296 -1.703 0.704
H 33.810105 10.184142 17.916868 0.029 0.017 0.041 0.118
O 32.238401 6.838732 20.133366 -0.210 0.452 -0.320 -0.348
O 33.202732 3.328373 24.998706 0.031 -0.089 0.667 -0.331
H 42.636317 7.183122 24.172420 -0.593 0.219 0.547 0.093
H 31.073181 3.643736 27.764368 -0.125 -0.103 -0.025 0.110
C 35.750590 8.280046 29.561297 -0.792 -0.614 -0.008 -0.194
S 37.322907 6.232735 17.248479 1.105 0.021 -0.601 0.653
C 35.821296 10.649485 26.157450 -0.427 0.553 0.794 -0.213
H 32.994583 6.076874 17.642216 0.187 0.200 0.582 0.090
C 31.250788 3.814535 26.702482 -0.112 -0.214 -0.430 -0.229
H 29.846500 9.652996 25.720727 -0.142 -0.419 0.111 0.105
H 35.081193 8.458429 30.403807 0.398 0.405 0.236 0.108
C 34.571537 5.926414 23.483130 -1.271 -1.571 -0.937 -0.227
O 34.009400 12.884759 24.025006 0.074 -0.006 0.501 -0.339
C 38.588238 4.955912 17.244087 -0.131 0.613 2.272 -0.213
O 35.770306 14.194195 25.200101 0.382 0.062 -0.349 -0.321
C 30.387502 1.705266 25.735892 0.318 0.081 -0.616 -0.192
H 34.092970 5.950610 27.626898 -0.236 0.054 0.049 0.091
H 38.764029 3.064150 18.408114 0.209 0.239 0.065 0.110
C 31.760320 10.307631 24.974093 0.632 -1.648 0.231 -0.166
C 36.422469 7.331205 24.137499 -0.520 -0.057 -1.374 -0.174
H 37.517473 10.152435 24.826841 -0.009 -0.134 0.343 0.111
H 33.946861 6.961799 21.660286 0.049 -0.029 -0.135 0.059
H 30.206527 3.720456 24.806304 0.318 -0.203 -0.096 0.112
H 30.473900 8.517453 23.021916 -0.168 -0.410 0.095 0.113
H 41.717416 5.532260 21.845503 0.325 -0.152 0.271 0.110
C 41.399421 6.257956 22.585485 -0.740 1.440 1.996 -0.183
H 39.343677 5.755548 22.057247 -0.055 0.305 -0.079 0.102
H 31.869233 7.427182 22.918188 0.296 0.181 -0.065 0.090
H 42.920559 5.521547 23.901334 -0.196 -0.266 0.679 0.089
H 33.733404 6.476680 23.905639 0.374 0.195 0.514 0.082
H 31.236310 11.213163 24.695522 -0.009 0.120 0.318 0.116
H 37.485055 7.549662 24.209645 0.014 -0.220 0.527 0.089
H 35.150014 9.863065 25.810713 0.118 0.031 -0.296 0.092
H 40.136846 4.266578 23.697930 -0.475 -0.339 0.285 0.110
H 37.683675 11.613071 25.802503 0.055 0.044 -0.132 0.126
H 36.287979 6.794527 30.959439 0.348 -0.624 -0.036 0.097
H 36.224472 3.547817 19.192564 -0.004 0.019 0.283 0.111
O 32.315381 7.150620 25.710327 0.278 0.224 0.159 -0.328
C 32.211470 9.251644 18.987954 -0.248 -0.507 0.009 -0.208
H 31.484844 9.808495 18.397890 -0.047 0.055 0.057 0.108
O 40.308384 6.924059 25.887136 0.734 -0.976 0.239 -0.346
C 35.871129 5.905803 24.265915 0.161 0.137 0.042 -0.191
H 34.376348 8.925640 18.984383 -0.212 0.018 0.318 0.111
H 37.537391 4.416657 20.054903 0.018 -0.424 0.084 0.102
S 32.701319 2.860350 26.285481 0.549 0.442 0.099 0.674
H 35.200724 8.150989 27.453645 -0.004 -0.293 -0.084 0.080
C 34.803758 6.421121 22.051028 0.575 1.043 1.077 -0.188
H 35.599810 12.578835 27.116343 -0.266 0.081 0.132 0.102
H 39.066724 4.909417 16.274284 0.012 -0.388 0.009 0.109
H 35.775945 8.024678 24.673443 0.256 0.045 0.271 0.085
H 39.509269 7.148827 23.125703 -0.088 -0.041 -0.023 0.097
O 37.990397 7.488869 17.547164 -0.640 -0.368 -0.495 -0.328
C 38.016356 3.747184 18.014051 -0.928 -0.055 -1.490 -0.202
C 31.885670 1.286967 25.946597 -1.068 1.970 1.046 -0.192
H 36.207201 10.359664 27.135628 0.019 -0.354 -0.111 0.102
H 30.049769 1.353905 24.762862 -0.332 -0.380 0.281 0.109
H 34.509281 7.659322 17.072019 0.107 0.214 0.201 0.077
H 32.433514 0.881184 25.107148 -0.131 -0.536 0.140 0.100
C 30.169567 3.233027 25.779580 0.382 0.670 0.629 -0.214

=====

11
Properties=species:S:1:pos:R:3:forces:R:3:lowdin_charge:R:1 method="wB97M-V/def2-TZVPD" lumo_ev=-2.488 orbital_gap_ev=7.76 molar_mass_g_mol=109.1 de_lowest_kj_mol=487.6 e_tot_ev=-10812.360 spin_multiplicity=1 smiles="O=CC1=CC(=O)C=N1" fmax_ev_per_a=10.009
O 2.783314 -0.238325 0.444403 -3.260 2.687 -1.941 0.094
C -2.083287 -0.592908 -0.131215 -2.581 5.392 4.109 0.006
C 1.660447 0.144600 -0.009571 2.719 -7.731 2.412 -0.345
H 1.571152 2.290861 -0.090196 -1.490 -1.330 -0.438 0.157
O -2.751196 0.527858 0.563710 3.169 -8.185 -4.810 -0.123
C -0.626810 -0.250478 -0.183595 0.115 0.072 0.486 -0.217
H -2.505729 -1.677575 -0.518722 0.650 3.137 1.173 0.166
N -0.396217 1.292449 -0.088322 5.625 -2.523 -1.565 0.186
C 0.551537 -0.936372 -0.073792 -1.405 3.094 -0.323 0.073
C 0.963888 1.313726 -0.190659 -3.450 7.198 1.006 -0.092
H 0.832901 -1.873833 0.277964 -0.094 -1.811 -0.107 0.097

=====

22
Properties=species:S:1:pos:R:3:forces:R:3:lowdin_charge:R:1 method="wB97M-V/def2-TZVPD" lumo_ev=-4.985 orbital_gap_ev=10.10 molar_mass_g_mol=125.2 charge=+1 de_lowest_kj_mol=209.8 e_tot_ev=-10442.023 spin_multiplicity=1 smiles="CCC1=[NH+]C(C)(C)C=N1" fmax_ev_per_a=5.051
H -0.298892 -1.099401 -2.538568 1.955 0.453 0.524 0.158
C -0.446489 0.128975 1.254969 -3.005 0.526 -0.376 -0.436
H 2.210740 -0.858409 -3.561459 1.605 -1.813 -2.027 0.049
H 1.460968 -0.083484 2.391390 0.482 0.558 -0.459 0.162
N 1.535439 -0.390089 0.278299 1.224 -0.173 -0.017 0.183
C -0.851504 1.630840 1.417905 -0.175 0.611 1.189 -0.011
H -2.389182 -0.286680 2.262453 -2.520 1.462 -0.609 0.055
C -1.418623 -0.603191 2.261572 3.450 0.074 -0.237 0.013
H 1.102891 -2.131037 -2.000797 -0.495 2.429 -0.021 0.200
C 1.000978 -0.041750 1.404113 -0.860 -1.496 -1.323 0.007
H -1.609409 -0.561486 -0.578331 2.109 0.578 0.346 0.224
H -1.062986 -0.364799 3.272198 0.138 -0.703 -0.208 0.110
H -1.469085 -1.623131 1.994004 0.357 -1.426 0.381 0.080
H -1.943283 1.742871 1.232093 0.888 0.057 -0.616 0.100
H -0.870289 1.754081 2.543051 0.570 0.289 -1.172 0.108
H 2.450507 0.152614 -2.162907 1.553 -0.129 0.499 0.070
C 0.769798 -0.971692 -2.075107 -2.453 -4.195 -1.379 -0.177
H 1.520263 0.719044 -3.383506 -0.774 -1.011 0.200 0.115
N -0.633949 -0.360636 -0.192711 -0.931 0.214 1.387 0.203
C 1.782013 -0.246015 -2.882620 -1.046 3.502 1.309 -0.068
H -0.191741 2.420187 0.938142 -0.950 -1.145 0.451 0.118
C 0.552603 -0.590709 -0.706330 -1.124 1.339 2.156 -0.262